1.
Formula: C7H13N6O
Source: the Open Molecules 2025 dataset
Level of theory: ωB97M-V/def2-TZVPD

Each atom is followed by the atoms it is bonded to, with distances in Å.
Geometry (Å):
1 C -0.1290 2.6581 0.0212  C4 1.380, C6 1.351, H15 1.093
2 C 0.1935 0.0524 -1.2325  C3 1.457, N9 1.335, H16 1.138
3 C -0.4697 1.1480 -1.9281  C2 1.457, C4 1.469, C5 1.403
4 C -0.7104 2.4036 -1.2045  C1 1.380, C3 1.469, N10 1.301
5 C -1.2473 1.2567 -3.0906  C3 1.403, N8 1.347, N11 1.354
6 C 0.5350 1.6332 0.5994  C1 1.351, N9 1.407, H17 1.088
7 C 0.7726 -2.0165 2.5822  N12 1.364, N13 1.463, O14 1.484, H18 1.154
8 N -1.8170 2.4774 -3.1008  C5 1.347, N10 1.382
9 N 0.5951 0.3603 0.0027  C2 1.335, C6 1.407, H19 0.997
10 N -1.5062 3.1374 -1.9267  C4 1.301, N8 1.382, H20 0.954
11 N -1.5254 0.2990 -4.0072  C5 1.354, H21 1.085, H22 0.978
12 N -0.2328 -2.8846 2.2702  C7 1.364, H23 1.032, H24 1.049
13 N 1.6698 -2.5019 3.6305  C7 1.463, H25 1.027, H26 1.023
14 O 1.6152 -1.7951 1.3811  C7 1.484, H27 0.931
15 H -0.1522 3.7051 0.3334  C1 1.093
16 H 0.2127 -1.0203 -1.6114  C2 1.138
17 H 0.9753 1.6101 1.5939  C6 1.088
18 H 0.2756 -0.9867 2.7395  C7 1.154
19 H 1.1728 -0.3446 0.4067  N9 0.997
20 H -1.6197 4.0846 -1.9264  N10 0.954
21 H -0.9719 -0.6303 -4.0928  N11 1.085
22 H -2.2412 0.4799 -4.6480  N11 0.978
23 H -1.0926 -2.4032 1.9638  N12 1.032
24 H 0.0472 -3.5178 1.4824  N12 1.049
25 H 2.2240 -1.6957 3.9436  N13 1.027
26 H 1.2697 -2.9575 4.4544  N13 1.023
27 H 2.1567 -2.5518 1.3639  O14 0.931

Summary:
Spin multiplicity: 1
Calculated total energy, eV: -18451.0290
HOMO, eV: -12.14
Frontier orbital gap, eV: 8.3
Charge: +1
Molecular weight, g mol⁻¹: 197.22
Relative energy (zero: lowest compared OMol25 entry of this formula, charge and spin), kJ/mol: 0.0

---

2.
Formula: C7H13NO
Source: the Open Molecules 2025 dataset
Level of theory: ωB97M-V/def2-TZVPD

Each atom is followed by the atoms it is bonded to, with distances in Å.
Geometry (Å):
1 C 1.2046 -0.9674 1.6432  C2 1.523, H6 1.086, H7 1.085, H8 1.086
2 C 1.0098 -0.8585 0.1362  C1 1.523, N3 1.463, H9 1.105, H10 1.094
3 N 0.4017 0.3963 -0.3064  C2 1.463, C4 1.448, C5 1.451
4 C 0.2597 0.3810 -1.7470  N3 1.448, H11 1.091, H12 1.104, H13 1.091
5 C 1.1637 1.5566 0.1166  N3 1.451, H14 1.097, H15 1.087, H16 1.100
6 H 0.2579 -0.8570 2.1633  C1 1.086
7 H 1.6011 -1.9515 1.8706  C1 1.085
8 H 1.9034 -0.2242 2.0154  C1 1.086
9 H 1.9831 -1.0117 -0.3631  C2 1.105
10 H 0.3371 -1.6591 -0.1859  C2 1.094
11 H -0.1914 1.3187 -2.0751  C4 1.091
12 H 1.2266 0.2527 -2.2644  C4 1.104
13 H -0.3987 -0.4401 -2.0341  C4 1.091
14 H 0.7517 2.4436 -0.3796  C5 1.097
15 H 1.0768 1.6823 1.1925  C5 1.087
16 H 2.2280 1.4744 -0.1501  C5 1.100
17 C -2.9806 -0.6944 -1.3076  C18 1.201, H21 1.051
18 C -2.5677 -0.3486 -0.2344  C17 1.201, C19 1.430
19 C -2.0863 0.0441 1.0539  C18 1.430, O20 1.202, H22 1.107
20 O -1.9860 -0.6890 2.0013  C19 1.202
21 H -3.3526 -0.9702 -2.2510  C17 1.051
22 H -1.8419 1.1221 1.1057  C19 1.107

Summary:
SMILES: CCN(C)C.C#CC=O
Spin multiplicity: 1
Calculated total energy, eV: -11004.4311
HOMO, eV: -8.82
Frontier orbital gap, eV: 9.2
Charge: 0
Molecular weight, g mol⁻¹: 127.19
Relative energy (zero: lowest compared OMol25 entry of this formula, charge and spin), kJ/mol: 320.5

---

3.
Formula: C7H13NO
Source: the Open Molecules 2025 dataset
Level of theory: ωB97M-V/def2-TZVPD

Each atom is followed by the atoms it is bonded to, with distances in Å.
Geometry (Å):
1 H -2.2821 1.0604 -2.2386  N2 1.019
2 N -1.3596 0.6764 -2.0392  H1 1.019, C3 1.259
3 C -1.1914 0.2725 -0.8588  N2 1.259, C4 1.522, C6 1.485
4 C -2.2787 0.2632 0.2066  C3 1.522, O5 1.402, H11 1.095, H12 1.106
5 O -1.8395 0.2044 1.5371  C4 1.402, H13 0.966
6 C 0.1009 -0.3587 -0.4886  C3 1.485, C7 1.505, C8 1.335
7 C 0.3085 -1.7365 -1.0582  C6 1.505, H14 1.087, H15 1.086, H16 1.092
8 C 0.9964 0.2463 0.2949  C6 1.335, C9 1.498, C10 1.502
9 C 0.8250 1.6464 0.8006  C8 1.498, H17 1.090, H18 1.086, H19 1.090
10 C 2.2844 -0.4257 0.6769  C8 1.502, H20 1.089, H21 1.087, H22 1.090
11 H -2.8977 1.1622 0.1207  C4 1.095
12 H -2.9216 -0.6084 -0.0194  C4 1.106
13 H -1.0634 -0.3702 1.5759  O5 0.966
14 H 1.3146 -1.8356 -1.4587  C7 1.087
15 H -0.4024 -1.9188 -1.8592  C7 1.086
16 H 0.1734 -2.5009 -0.2909  C7 1.092
17 H 1.6628 2.2582 0.4666  C9 1.090
18 H -0.0950 2.0940 0.4364  C9 1.086
19 H 0.8146 1.6614 1.8905  C9 1.090
20 H 2.1116 -1.4427 1.0253  C10 1.089
21 H 2.7865 0.1322 1.4627  C10 1.087
22 H 2.9528 -0.4803 -0.1826  C10 1.090

Summary:
SMILES: [H]/N=C(\CO)C(C)=C(C)C
Spin multiplicity: 1
Calculated total energy, eV: -11006.4336
HOMO, eV: -9.12
Frontier orbital gap, eV: 10.0
Charge: 0
Molecular weight, g mol⁻¹: 127.19
Relative energy (zero: lowest compared OMol25 entry of this formula, charge and spin), kJ/mol: 127.3

---

4.
Formula: C7H13NO
Source: the Open Molecules 2025 dataset
Level of theory: ωB97M-V/def2-TZVPD

Each atom is followed by the atoms it is bonded to, with distances in Å.
Geometry (Å):
1 C -1.7161 -0.6044 -0.4696  C2 1.523, H10 1.092, H11 1.090, H12 1.098
2 C -0.6357 -0.4211 0.5886  C1 1.523, C3 1.535, C4 1.760, H13 1.099
3 C -1.2250 0.3578 1.7724  C2 1.535, H14 1.096, H15 1.094, H16 1.095
4 C 1.0639 0.0170 0.4533  C2 1.760, N5 1.425, C6 1.482, H17 1.093
5 N 1.9331 -1.0765 0.7349  C4 1.425, H18 1.017, H19 1.016
6 C 1.4341 0.6253 -0.8469  C4 1.482, C7 1.520, C8 1.466, H20 1.086
7 C 0.7803 0.2927 -2.1786  C6 1.520, C8 1.459, H21 1.077, H22 1.083
8 C 0.3487 1.4451 -1.3940  C6 1.466, C7 1.459, O9 1.210
9 O -0.5677 2.1924 -1.1382  C8 1.210
10 H -1.3991 -1.2972 -1.2519  C1 1.092
11 H -2.0805 0.3365 -0.8828  C1 1.090
12 H -2.6060 -1.0653 -0.0217  C1 1.098
13 H -0.4775 -1.4421 0.9631  C2 1.099
14 H -2.1618 -0.0948 2.1175  C3 1.096
15 H -1.4129 1.3977 1.4872  C3 1.094
16 H -0.5643 0.3322 2.6452  C3 1.095
17 H 1.1788 0.7736 1.2339  C4 1.093
18 H 1.5197 -1.9354 1.0882  N5 1.017
19 H 2.6880 -0.8489 1.3756  N5 1.016
20 H 2.4400 1.0342 -0.8702  C6 1.086
21 H 0.0996 -0.5262 -2.3379  C7 1.077
22 H 1.3605 0.5074 -3.0681  C7 1.083

Summary:
SMILES: CC(C)[C@@H](N)[C@H]1CC1=O
Spin multiplicity: 1
Calculated total energy, eV: -11004.5885
HOMO, eV: -8.77
Frontier orbital gap, eV: 9.7
Charge: 0
Molecular weight, g mol⁻¹: 127.19
Relative energy (zero: lowest compared OMol25 entry of this formula, charge and spin), kJ/mol: 305.3

---

Q: What is the charge in the fourth record?
A: 0

---

Q: Which of these has the highest frontier orbital gap?
A: number 3

---

Q: Number 4 is which compound?
A: C7H13NO